Record 1
The following is a DFT calculation (ωB97M-V/def2-TZVPD) of a molecular structure, C37H31F3GeIrN4O at a distorted geometry.

```
78
Properties=species:S:1:pos:R:3:forces:R:3
Ir 0.402310 -0.489182 -1.127313 -4.8825 4.3178 -0.9122
C -3.474396 1.720175 -1.803388 0.0807 0.0836 0.0198
C -2.271122 0.842968 -1.871108 0.2219 0.4882 0.4897
N -1.250844 1.023831 -1.093594 2.1400 -2.5649 -0.3335
N -1.179437 1.927406 -0.148143 -0.3530 0.7978 0.7470
C -0.040561 1.912636 0.541749 -0.8574 -0.2379 -0.7631
O 0.905845 1.130840 0.234786 1.6381 -1.5606 0.3905
C 0.085178 2.830277 1.677601 0.1913 0.3161 0.1453
C -0.859715 3.839878 1.881190 0.0916 -0.1348 -0.0713
C -0.705035 4.725217 2.931825 -0.0246 0.0312 0.0678
C 0.378167 4.601687 3.792698 0.0300 -0.0587 -0.0230
C 1.322377 3.601748 3.591507 -0.0154 0.0440 0.0821
C 1.182696 2.721496 2.534475 -0.0943 -0.1073 -0.1636
C -2.165240 -0.267196 -2.793707 -0.1456 -0.4088 -0.3542
C -3.202630 -0.656316 -3.639296 0.1656 0.2796 0.1665
C -3.036402 -1.750239 -4.468724 0.1703 -0.1976 -0.0062
C -1.824094 -2.428790 -4.459422 -0.1941 0.1622 -0.0639
C -0.833754 -1.986553 -3.604712 0.0292 -0.0626 -0.2103
N -1.000601 -0.941061 -2.790103 1.2914 -1.4501 0.9993
H -3.321299 2.482756 -1.046606 -0.0506 0.0141 -0.0286
H -4.363375 1.140164 -1.550450 -0.0032 -0.0463 -0.0208
H -3.644726 2.202112 -2.767236 -0.0385 0.0006 -0.0081
H -1.692325 3.923442 1.198242 -0.0327 0.0518 0.0100
H -1.418545 5.524087 3.078438 -0.0438 -0.0208 0.0018
H 0.494280 5.290309 4.618395 0.0034 0.0402 -0.0099
H 2.174492 3.530019 4.253906 0.0232 -0.0313 0.0014
H 1.916150 1.947432 2.348572 0.0411 0.0237 0.0089
H -4.129047 -0.101320 -3.636881 -0.0134 0.0142 0.0082
H -3.842333 -2.077988 -5.110540 -0.0115 0.0340 -0.0256
H -1.649414 -3.281206 -5.098576 0.0228 -0.0206 0.0057
H 0.132359 -2.472503 -3.578734 -0.0255 -0.0286 0.0946
C -3.033979 -1.581715 0.409220 0.3533 0.3111 -0.0447
Ge -1.060712 -1.579416 0.589834 0.3331 -0.5427 -0.7334
C -0.525876 -3.491999 0.483560 -0.3688 1.0325 0.2788
C 0.606762 -3.884257 -0.219827 -0.0921 -0.0601 0.1581
C 0.971694 -5.222028 -0.257381 0.1188 0.0288 -0.2115
C 0.186197 -6.168435 0.385021 -0.0052 -0.0182 0.0119
C -0.955716 -5.779964 1.070279 -0.1785 0.0217 0.0149
C -1.322769 -4.440722 1.112569 0.3160 -0.2614 0.0043
C -0.691106 -0.800217 2.398494 0.2583 -0.2577 -0.6221
C -1.777639 -0.293889 3.119520 -0.0826 0.2255 0.5090
C -1.632931 0.167032 4.420005 -0.4078 -0.0613 -0.3789
C -0.385234 0.143507 5.029712 0.3850 -0.0372 0.1121
C 0.744991 -0.315892 4.328310 0.1268 -0.0351 -0.0717
C 2.017927 -0.319250 4.930294 -0.4494 0.1323 0.1577
C 3.138629 -0.723456 4.222735 0.2436 -0.1218 -0.3525
C 3.013347 -1.115919 2.895697 0.2576 0.0857 0.3775
C 1.765485 -1.131865 2.289025 -0.4601 -0.0197 -0.2031
C 0.602904 -0.763059 2.983727 0.0003 0.0825 0.2656
H -3.477025 -2.128579 1.241803 0.0183 -0.0195 0.0058
H -3.323175 -2.087826 -0.511567 0.0799 -0.0338 -0.0167
H -3.456926 -0.576360 0.398451 -0.0057 0.0162 0.0176
H 1.202191 -3.138674 -0.752016 0.1289 -0.0285 0.0357
H 1.860213 -5.526397 -0.794649 -0.0055 -0.0434 -0.0197
H 0.456708 -7.214467 0.339252 0.0433 0.0018 0.0375
H -1.570069 -6.516396 1.570709 0.0199 -0.0568 -0.0253
H -2.218502 -4.145100 1.643860 -0.0163 -0.0276 0.0419
H -2.759746 -0.273023 2.666424 -0.0074 -0.0158 0.0054
H -2.498832 0.530820 4.956255 0.0355 0.0237 0.0555
H -0.265869 0.492143 6.048166 -0.0223 0.0115 0.0073
H 2.105146 0.001358 5.961008 0.0483 -0.0084 0.0135
H 4.110185 -0.726216 4.696182 0.0078 0.0130 0.0299
H 3.894413 -1.409289 2.342221 -0.0149 -0.0257 -0.0413
H 1.675151 -1.409740 1.244597 0.0426 -0.0946 0.0662
F 4.758425 3.177089 -5.520759 -0.0346 -0.0422 0.0490
C 3.751596 3.663742 -4.787632 0.0980 0.1335 -0.0988
F 2.924304 4.323525 -5.602259 -0.0071 -0.0590 0.0348
F 4.263518 4.541157 -3.915905 -0.0201 -0.0669 0.0102
C 3.036836 2.548712 -4.054514 -0.1355 -0.0489 0.0044
C 3.682461 1.872454 -3.031679 0.0113 -0.0454 -0.0376
C 2.991969 0.889759 -2.348068 0.1776 0.0425 -0.0219
N 1.732249 0.553204 -2.644257 -0.2356 -0.0036 0.2777
C 1.131246 1.186752 -3.657292 0.0936 0.0431 -0.1030
C 1.740805 2.189901 -4.386460 0.0935 -0.0459 0.0334
H 4.703948 2.105484 -2.767177 0.0046 0.0240 0.0513
H 3.464783 0.355998 -1.534519 -0.0429 0.0219 0.0469
H 0.124936 0.880001 -3.895341 -0.0647 0.0235 0.0243
H 1.208129 2.675385 -5.190476 0.0066 0.0381 -0.0004
```
Positions in Å, forces in eV/Å.

- Spin multiplicity: 2
- Net charge: +2
- E_HOMO (spin up / spin down): -13.57 / -13.56 eV
- Energy relative to the best compared isomer or geometry (same formula, charge and spin): 2.396 eV
- E_LUMO (spin up / spin down): -6.989 / -8.930 eV
- <S²>: 0.7755


Record 2
The following is a DFT calculation (ωB97M-V/def2-TZVPD) of a molecular structure, C37H31FeN5O2S2 at a distorted geometry.

```
78
Properties=species:S:1:pos:R:3:forces:R:3
Fe -0.057933 0.701776 -0.081574 0.7353 1.2875 -0.0010
C 2.234624 -3.045922 -0.144695 -0.0015 -0.0824 0.0182
C 1.940114 -1.605866 0.171980 -0.3312 0.3864 0.5009
N 0.711081 -1.152745 0.243361 0.2555 -0.3989 -0.7842
N -0.242789 -2.065574 -0.165658 -1.5633 0.5328 0.3698
C -1.458444 -1.695813 0.140455 1.0012 -1.3414 -0.4948
S -1.946539 -0.707057 1.514083 -0.2851 0.3405 0.3399
S -2.806884 -2.611162 -0.566352 0.1377 0.1434 0.3199
C -1.952630 -3.726648 -1.693048 0.0007 -0.0257 -0.2676
C -1.580683 -5.084722 -1.151948 0.0026 0.0271 0.1217
C -1.147134 -5.271894 0.157569 -0.0064 0.0094 -0.1141
C -0.765044 -6.528523 0.599712 0.0135 -0.0142 0.0241
C -0.814937 -7.622640 -0.253309 -0.0104 0.0015 -0.0089
C -1.256732 -7.448463 -1.555806 0.0126 -0.0167 0.0042
C -1.636576 -6.188861 -1.995606 -0.0119 -0.0059 -0.0646
C 3.077129 -0.727944 0.444969 -0.1700 -0.3002 -0.1447
C 4.339268 -1.292136 0.689271 0.1433 0.0109 0.0364
C 5.468171 -0.531224 0.913309 -0.1592 -0.1614 -0.0216
C 5.344068 0.860184 0.878482 -0.0173 0.1906 -0.0041
C 4.128488 1.448841 0.632962 0.1236 0.0356 0.0394
C 2.948773 0.686440 0.409961 -0.3996 0.3402 0.0073
O 1.848908 1.312015 0.176803 0.2427 -0.1551 0.3257
H 1.357540 -3.555059 -0.523927 -0.0576 -0.0076 -0.0153
H 2.574668 -3.574805 0.750652 -0.0349 0.0210 -0.0067
H 3.036702 -3.106053 -0.880452 -0.0039 0.0221 0.0030
H -1.058758 -3.203864 -2.040244 -0.0224 0.0508 0.0131
H -2.621755 -3.850388 -2.546723 0.0205 0.0118 0.0009
H -1.108059 -4.423678 0.824322 0.0117 0.0747 0.0696
H -0.424419 -6.652797 1.619799 0.0039 -0.0050 0.0152
H -0.516502 -8.602367 0.097055 0.0030 -0.0110 0.0038
H -1.309491 -8.292544 -2.232176 0.0020 -0.0079 0.0008
H -1.981111 -6.061818 -3.016018 -0.0050 0.0196 -0.0030
H 4.431497 -2.369121 0.713597 0.0346 -0.0264 0.0078
H 6.421166 -1.004213 1.107547 0.0154 -0.0032 0.0060
H 6.215832 1.484737 1.045015 -0.0062 -0.0042 -0.0047
H 4.017800 2.526359 0.595697 0.0080 -0.0040 0.0048
N 0.359727 1.404131 2.845890 -0.3251 0.0085 -0.1709
C -0.711003 1.720990 3.636729 0.1586 -0.0599 0.0708
C -0.541666 1.744455 5.029806 -0.0038 0.0008 0.0069
C -1.575506 2.065689 5.883608 -0.0236 0.0131 0.0749
C -2.828776 2.384458 5.377977 0.0721 -0.0207 -0.0145
C -3.005896 2.351962 4.005791 -0.1126 -0.0273 0.0116
C -1.990283 2.014623 3.111358 -0.1503 -0.0785 -0.0296
C -2.348789 2.043443 1.658317 -0.0240 0.2892 0.1494
C -2.870961 3.216961 1.134176 0.1132 -0.1364 0.2277
C -3.254606 3.321154 -0.199170 -0.0663 0.0341 -0.2785
C -3.130699 2.232126 -1.040047 0.0413 -0.0266 0.0563
C -2.646690 1.026870 -0.546415 -0.2576 -0.2331 -0.1429
C -2.248799 0.932401 0.792784 1.0274 -0.4191 0.1121
H 1.287576 1.324889 3.219789 -0.0567 0.0550 0.1409
H 0.323157 1.624869 1.863104 0.1713 0.0482 -0.0577
H 0.436398 1.507609 5.431507 0.0327 -0.0045 -0.0019
H -1.399110 2.068653 6.952738 0.0006 0.0051 0.0044
H -3.649007 2.637820 6.035084 -0.0215 0.0085 0.0118
H -3.980323 2.575520 3.587212 -0.0029 -0.0018 0.0039
H -2.944868 4.082022 1.782741 0.0212 0.0077 0.0209
H -3.638183 4.261307 -0.573705 -0.0061 0.0142 -0.0180
H -3.414118 2.302312 -2.082329 -0.0162 0.0079 -0.0137
H -2.632493 0.140514 -1.166737 0.0107 0.1125 -0.0694
O -0.080031 0.386292 -2.077922 0.0373 -0.2223 -0.3521
C 0.172600 1.179330 -3.048332 -0.2083 -0.2602 0.0711
C 0.163606 0.676552 -4.382471 0.0263 0.0671 -0.0228
C 0.397481 1.477644 -5.470887 -0.0001 -0.0403 -0.0889
C 0.655906 2.844154 -5.319623 0.0120 0.0141 0.0246
C 0.681542 3.358344 -4.039336 0.0274 -0.0177 -0.0130
C 0.463146 2.565937 -2.907684 0.0603 0.1504 0.1658
C 0.538585 3.196888 -1.589533 -0.1940 -0.0965 -0.1459
N -0.089416 2.864289 -0.474621 0.0421 -0.2238 -0.0593
C 0.268761 3.807184 0.462543 -0.0678 -0.0146 0.0247
C 1.118045 4.712171 -0.078557 0.0381 0.0374 -0.0354
N 1.280911 4.315116 -1.387151 -0.0026 0.0353 0.0212
H -0.040823 -0.380300 -4.497262 -0.0064 -0.0310 -0.0046
H 0.372861 1.041035 -6.463703 0.0031 0.0105 -0.0185
H 0.818190 3.482588 -6.177202 -0.0018 0.0109 -0.0154
H 0.846762 4.423057 -3.908375 -0.0090 0.0235 -0.0165
H -0.106423 3.779906 1.470328 -0.0152 -0.0204 0.0310
H 1.611638 5.574818 0.329313 0.0070 0.0180 0.0267
H 1.922162 4.693744 -2.058779 -0.0131 0.0280 0.0159
```
Positions in Å, forces in eV/Å.

- Spin multiplicity: 2
- Net charge: -1
- E_HOMO (spin up / spin down): -4.04 / -1.92 eV
- Energy relative to the best compared isomer or geometry (same formula, charge and spin): 2.141 eV
- E_LUMO (spin up / spin down): 2.554 / 2.543 eV
- <S²>: 1.1999


Record 3
The following is a DFT calculation (ωB97M-V/def2-TZVPD) of a molecular structure, C37H31IN6PS3Sr at a distorted geometry.

```
80
Properties=species:S:1:pos:R:3:forces:R:3
Sr -0.930980 -0.571805 -0.708111 -0.1591 0.5767 0.9522
C -5.600833 3.171032 0.340286 0.1551 0.3737 -0.0463
N -5.814246 1.757416 0.405058 0.3303 -0.6859 -0.1731
C -6.946043 1.091584 0.775605 -0.3607 -0.5708 0.1994
C -6.690139 -0.229498 0.688352 -0.4247 0.2915 0.1193
N -5.383538 -0.389451 0.256048 -0.2223 1.1532 0.0700
C -4.845593 0.860395 0.055170 -0.0224 0.0114 0.0929
S -3.384097 1.374069 -0.508853 0.8801 0.1803 -0.2417
C -4.773349 -1.647158 0.114200 0.4151 -1.1082 -0.0123
C -5.198938 -2.692419 0.934671 0.0262 0.3730 -0.1157
C -4.709526 -3.959610 0.687175 0.1347 0.1070 -0.2845
C -3.794459 -4.128736 -0.339853 -0.0501 -0.0333 0.1781
C -3.370566 -3.008908 -1.038409 -0.0845 -0.3611 0.0083
N -3.859349 -1.796651 -0.827938 -0.2665 0.5666 -0.0778
H -6.515000 3.690134 0.610716 -0.1087 -0.0287 0.0285
H -5.292422 3.438710 -0.670637 -0.0341 0.0974 0.0457
H -4.793606 3.448255 1.019291 -0.0319 0.0688 -0.0316
H -7.836023 1.607533 1.070320 -0.1932 0.0412 0.0236
H -7.349331 -1.059273 0.837312 -0.0124 -0.1296 0.0624
H -5.874708 -2.508567 1.753286 -0.0921 0.0209 0.0823
H -5.050171 -4.793517 1.285691 0.0782 -0.0354 0.0159
H -3.404881 -5.102516 -0.582108 0.1517 -0.0885 -0.0327
H -2.632324 -3.092692 -1.823878 0.1070 -0.0847 -0.0107
C -0.403714 -3.036634 3.611406 0.0255 -0.1268 0.0088
C -0.462366 -2.635706 2.153328 0.6118 -0.5228 -0.0405
S -1.601964 -1.363819 1.854981 -0.7242 0.5282 0.2317
C 0.322260 -3.260356 1.240778 -0.1677 0.0087 0.7854
C 1.218114 -4.402560 1.650258 0.0106 0.0704 0.1540
S 0.393544 -2.974683 -0.470060 0.0007 -0.1058 -0.7669
H -1.154911 -2.474955 4.161349 0.0301 -0.0283 0.0801
H 0.576749 -2.826066 4.051078 0.0295 -0.0892 0.0855
H -0.609640 -4.101684 3.733731 0.0563 -0.1186 0.1354
H 1.588463 -4.299745 2.667940 0.0351 -0.0776 0.1838
H 2.069763 -4.456847 0.976224 0.0648 -0.0572 -0.0267
H 0.667334 -5.343057 1.571989 0.0507 -0.1744 0.0375
I -0.068667 3.555156 -1.167332 0.3167 0.2746 -0.4099
C 1.800467 3.818806 -2.174755 -0.9351 0.2413 -0.3356
C 1.765570 4.628235 -3.290320 -0.4941 -0.5244 0.6375
C 2.946855 5.064187 -3.884760 0.8661 0.0901 -0.0151
C 4.149409 4.776027 -3.290637 -0.3855 0.2136 -0.2942
C 4.210002 3.956208 -2.147081 -0.1930 -0.1180 0.1192
C 5.436443 3.745971 -1.487731 0.1192 -0.3139 0.3925
C 5.504851 2.951871 -0.367248 0.4240 0.5259 -0.5355
C 4.381793 2.240004 0.037831 -0.9587 0.1316 -0.2012
C 3.154932 2.386823 -0.599247 0.6058 -0.0120 0.3148
P 1.888237 1.100725 -0.238376 0.3824 -0.5550 0.1975
C 2.958998 -0.360790 -0.541260 -0.0431 0.0422 -0.1123
C 3.804036 -0.981942 0.370094 -0.0614 0.0830 -0.0022
C 4.572667 -2.062146 -0.024955 0.0988 -0.0766 0.1618
C 4.506595 -2.541068 -1.321135 0.0005 0.0051 -0.1172
C 3.669525 -1.924700 -2.236115 0.1141 -0.0284 -0.1210
C 2.898751 -0.846672 -1.846580 -0.0485 0.1494 0.1051
C 1.826936 1.256140 1.569418 -0.0612 0.0128 0.0515
C 1.895110 2.515690 2.160091 0.0219 -0.0088 -0.0385
C 1.757357 2.644920 3.529889 0.0018 0.1671 0.0773
C 1.529465 1.526918 4.315904 -0.0063 -0.0432 0.0550
C 1.438127 0.275799 3.728762 0.0027 0.0398 0.1987
C 1.581880 0.137707 2.361488 0.0080 0.0550 -0.1956
C 3.017226 3.354004 -1.629510 0.4683 0.0502 0.0762
H 0.816558 4.948193 -3.694510 -0.0696 0.0034 0.0422
H 2.902728 5.674369 -4.775807 0.0145 0.0427 -0.0270
H 5.072118 5.185827 -3.676653 0.0636 0.0248 -0.0720
H 6.322122 4.231783 -1.876624 0.0292 0.0379 0.0014
H 6.440319 2.845913 0.167871 -0.0047 -0.0569 -0.0273
H 4.468023 1.558161 0.872223 -0.0284 -0.1028 -0.0575
H 3.859414 -0.637774 1.395039 -0.0081 0.0126 0.0013
H 5.233407 -2.531049 0.690457 0.0125 -0.0872 0.0737
H 5.100826 -3.395373 -1.616777 0.0131 -0.0252 -0.0035
H 3.613751 -2.287528 -3.252396 -0.0601 -0.0538 -0.0455
H 2.225019 -0.375467 -2.554858 -0.0254 -0.0534 -0.0437
H 2.060584 3.390326 1.540555 0.0205 -0.0055 0.0948
H 1.832881 3.621798 3.987978 -0.0376 0.0704 0.0145
H 1.409769 1.633798 5.385571 0.0103 -0.0024 0.0523
H 1.238279 -0.592255 4.337454 -0.0466 -0.1070 0.0113
H 1.503490 -0.838951 1.904920 -0.1304 -0.2026 0.0024
N -1.225552 -0.447357 -2.991104 -0.0360 -0.0339 -1.1023
C -1.948714 -0.925782 -3.780626 0.6406 0.3882 0.3846
N -2.659163 -1.251438 -4.751796 -0.0825 0.8458 -0.8675
C -3.379591 -2.243690 -5.116044 -0.4465 -0.6303 -0.0239
N -4.066342 -3.063589 -5.557700 -0.3111 -0.5079 -0.1375
```
Positions in Å, forces in eV/Å.

- Net charge: -1
- E_HOMO: -2.93 eV
- Energy relative to the best compared isomer or geometry (same formula, charge and spin): 0.000 eV
- E_LUMO: 1.708 eV